1.
Density functional theory data (the ωB97M-V functional and the def2-TZVPD basis) for the molecule C3H6N2O3 at a distorted geometry.

Properties
Net charge: 0

```
14
C3H6N2O3 | the OMol25 dataset | the ωB97M-V functional and the def2-TZVPD basis
C -0.357 -0.330 -0.460
C 0.312 1.149 0.010
C 1.716 -1.153 -0.159
H -3.414 -0.439 0.042
H -2.328 0.134 1.033
H 0.090 1.333 0.983
H -0.464 1.821 -0.495
H 2.093 0.642 0.134
H 2.835 -1.715 -0.466
N -2.485 -0.017 0.053
N -1.504 -0.814 -0.366
O 1.538 1.283 -0.527
O 0.698 -1.112 -0.926
O 1.269 -0.782 1.144
```

Atomic partial charges in e from the Mulliken method, atoms 1 to 4:
1 C 0.68
2 C -0.46
3 C 0.09
4 H 0.26

=====

2.
Density functional theory data (the ωB97M-V functional and the def2-TZVPD basis) for the molecule C5H7N3O2 at a distorted geometry.

Properties
Net charge: 0

```
17
C5H7N3O2 | the OMol25 dataset | the ωB97M-V functional and the def2-TZVPD basis
N -0.365 -0.140 -1.922
C -0.041 -0.693 -0.620
C 1.434 -0.616 -0.305
N 2.304 -1.367 0.169
C -0.858 -0.027 0.451
C -1.674 1.058 0.339
O -2.290 1.288 1.500
N -1.862 0.381 2.434
C -1.000 -0.388 1.824
H 0.031 0.789 -2.050
H -0.022 -0.737 -2.668
H -0.268 -1.768 -0.628
H -1.980 1.672 -0.502
H -0.503 -1.183 2.376
O 2.290 0.774 -0.359
H 3.182 -0.509 0.240
H 1.621 1.466 -0.278
```

Atomic partial charges in e from the Mulliken method, atoms 1 to 4:
1 N -0.63
2 C 0.04
3 C 0.47
4 N -0.69

=====

3.
Density functional theory data (the ωB97M-V functional and the def2-TZVPD basis) for a structure of composition C16H22N2OS2 at a distorted geometry.

Properties
Net charge: 0

```
43
C16H22N2OS2 | the OMol25 dataset | the ωB97M-V functional and the def2-TZVPD basis
C 3.329 -5.010 -2.609
H 4.168 -4.519 -2.022
H 3.425 -5.893 -2.941
C 3.137 -4.052 -3.896
H 2.553 -4.435 -4.577
H 4.143 -4.116 -4.475
C 2.778 -2.846 -3.546
N 1.330 -2.682 -3.130
C 0.592 -1.673 -2.729
O 0.972 -0.516 -2.651
C -0.913 -2.188 -2.106
C -0.623 -2.208 -0.649
C -0.196 -0.721 0.169
H 0.288 -0.303 -0.388
H -0.058 -0.823 1.124
S -1.887 -0.007 0.145
C -1.469 1.257 1.485
N -0.488 1.181 2.134
C -0.691 2.365 3.004
C 0.384 2.420 3.977
C 0.297 3.632 4.729
C -0.953 4.171 4.753
C -2.001 4.064 3.845
C -1.772 2.890 3.026
S -2.915 2.672 1.510
H -2.832 4.789 3.866
H -0.831 5.228 5.546
H 0.872 3.838 5.485
H 1.365 1.789 3.992
H 0.280 -2.873 -0.157
H -1.580 -2.639 -0.114
H -1.043 -2.983 -2.492
H -1.541 -1.344 -2.212
H 1.044 -3.660 -2.958
C 3.676 -1.970 -2.673
H 3.382 -2.448 -1.722
H 3.300 -0.772 -2.662
H 4.559 -2.189 -2.914
C 2.519 -1.927 -4.971
H 1.814 -2.574 -5.724
H 3.554 -1.856 -5.218
H 2.100 -1.189 -4.734
H 2.565 -5.061 -2.071
```

Atomic partial charges in e from the Mulliken method, atoms 1 to 4:
1 C -1.68
2 H 0.32
3 H 0.68
4 C -1.09

=====

| no. | M (g mol⁻¹) | E (a.u.) | HOMO (eV) |
| --- | --- | --- | --- |
| 1 | 118.1 | -452.95375 | -8.98 |
| 2 | 141.1 | -509.34372 | -10.14 |
| 3 | 322.5 | -1603.45246 | -8.54 |